1.
{"formula": "CH9O4", "method": "ωB97M-V/def2-TZVPD", "de_lowest_kj_mol": 120.95, "homo_lumo_gap_ev": [10.964, 6.028], "lumo_energy_ev": [0.4, -4.5], "fmax_ev_per_a": 3.01, "spin_multiplicity": 2, "s_squared": 0.759, "species": ["C", "O", "H", "H", "H", "H", "H", "O", "H", "H", "O", "H", "H", "O"], "positions_angstrom": [[2.123, -0.055, 0.860], [0.742, 0.286, 0.949], [2.615, 0.870, 1.160], [2.331, -0.939, 1.431], [2.397, -0.181, -0.199], [-1.973, -0.442, 1.199], [0.067, -0.480, 1.189], [-1.201, -1.027, 1.248], [-1.343, -0.720, -0.247], [-0.720, -1.599, -1.177], [-1.320, -0.840, -1.288], [-0.656, 0.912, -1.791], [0.218, 1.839, -0.827], [-0.227, 1.786, -1.684]]}


2.
{"formula": "C27H36N9O6S5Sc", "method": "ωB97M-V/def2-TZVPD", "de_lowest_kj_mol": 73.61, "homo_lumo_gap_ev": 7.999, "lumo_energy_ev": 0.1, "fmax_ev_per_a": 0.64, "species": ["Sc", "N", "C", "C", "C", "C", "C", "C", "S", "O", "O", "N", "C", "N", "C", "C", "C", "N", "H", "H", "H", "H", "H", "H", "H", "H", "H", "C", "C", "C", "C", "C", "C", "C", "S", "C", "O", "H", "H", "H", "H", "H", "H", "H", "H", "H", "H", "C", "C", "N", "C", "S", "N", "C", "C", "H", "H", "H", "H", "H", "H", "H", "H", "H", "H", "H", "H", "O", "S", "O", "O", "S", "N", "C", "C", "N", "C", "C", "N", "H", "H", "H", "H", "H"], "positions_angstrom": [[1.059, 0.038, -1.105], [-3.582, 6.547, 2.373], [-2.504, 5.706, 2.154], [-2.631, 4.326, 2.326], [-1.562, 3.491, 2.063], [-0.361, 4.016, 1.614], [-0.225, 5.385, 1.432], [-1.284, 6.225, 1.708], [0.989, 2.948, 1.268], [2.140, 3.756, 0.976], [1.074, 2.038, 2.398], [0.560, 2.024, 0.007], [-0.028, 2.571, -1.099], [-0.295, 1.603, -1.998], [-0.901, 1.921, -3.134], [-1.270, 3.232, -3.379], [-0.925, 4.162, -2.408], [-0.300, 3.861, -1.276], [-4.313, 6.197, 2.968], [-3.363, 7.515, 2.536], [-3.572, 3.913, 2.667], [-1.665, 2.422, 2.204], [0.712, 5.779, 1.066], [-1.178, 7.294, 1.566], [-1.064, 1.108, -3.831], [-1.770, 3.517, -4.291], [-1.156, 5.212, -2.553], [2.266, -0.779, 6.703], [1.453, -0.900, 5.447], [1.861, -1.749, 4.418], [1.138, -1.842, 3.244], [-0.005, -1.067, 3.094], [-0.426, -0.210, 4.097], [0.300, -0.143, 5.276], [-0.885, -1.041, 1.567], [-1.398, -2.743, 1.443], [0.192, -0.943, 0.500], [3.086, -1.495, 6.713], [1.652, -0.946, 7.588], [2.696, 0.221, 6.787], [2.771, -2.323, 4.533], [1.485, -2.474, 2.435], [-1.291, 0.423, 3.946], [-0.019, 0.533, 6.060], [-0.518, -3.381, 1.498], [-1.896, -2.845, 0.481], [-2.083, -2.949, 2.265], [-0.337, -3.955, -5.800], [-0.527, -4.064, -4.295], [-0.920, -2.806, -3.674], [-1.990, -2.547, -2.932], [-2.004, -1.228, -1.865], [-3.085, -3.360, -3.001], [-3.696, -3.814, -4.251], [-4.515, -5.068, -4.018], [0.025, -4.904, -6.199], [0.396, -3.184, -6.030], [-1.263, -3.696, -6.315], [0.422, -4.352, -3.835], [-1.249, -4.832, -4.016], [-0.180, -2.123, -3.568], [-3.770, -3.057, -2.324], [-2.923, -3.999, -4.987], [-4.324, -3.013, -4.658], [-3.885, -5.881, -3.656], [-4.998, -5.387, -4.942], [-5.299, -4.896, -3.278], [2.383, 0.661, -2.537], [2.307, -0.611, -3.385], [1.465, -1.466, -2.403], [3.601, -1.203, -3.578], [1.277, -0.304, -5.010], [4.061, 0.675, 3.376], [4.167, 0.143, 2.113], [3.002, -0.020, 1.343], [3.052, -0.473, 0.108], [4.251, -0.833, -0.386], [5.372, -0.723, 0.408], [5.349, -0.226, 1.650], [3.264, 1.285, 3.508], [4.929, 1.042, 3.734], [2.044, 0.268, 1.742], [4.296, -1.178, -1.410], [6.337, -1.026, 0.022]]}


3.
{"formula": "C18H15F3FeN2O3S", "method": "ωB97M-V/def2-TZVPD", "de_lowest_kj_mol": 0.00, "homo_lumo_gap_ev": [8.483, 7.437], "lumo_energy_ev": [-3.6, -4.6], "fmax_ev_per_a": 0.58, "spin_multiplicity": 6, "charge": 1, "s_squared": 8.759, "species": ["Fe", "C", "C", "C", "C", "N", "C", "C", "C", "C", "C", "C", "C", "H", "H", "H", "H", "H", "H", "H", "H", "C", "S", "O", "O", "O", "H", "H", "H", "F", "C", "F", "F", "C", "C", "C", "N", "C", "C", "H", "H", "H", "H"], "positions_angstrom": [[0.111, 0.034, -0.350], [0.049, 0.247, 4.008], [-0.643, -0.918, 4.326], [-1.139, -1.721, 3.316], [-0.953, -1.340, 1.995], [-0.302, -0.200, 1.699], [0.207, 0.563, 2.679], [-1.349, -2.124, 0.810], [-2.207, -3.216, 0.845], [-2.496, -3.901, -0.327], [-1.928, -3.511, -1.532], [-1.069, -2.416, -1.579], [-0.793, -1.724, -0.407], [0.469, 0.883, 4.773], [-0.775, -1.207, 5.360], [-1.642, -2.649, 3.546], [0.766, 1.438, 2.371], [-2.660, -3.536, 1.776], [-3.166, -4.749, -0.297], [-2.152, -4.060, -2.438], [-0.617, -2.128, -2.521], [2.854, 2.390, -1.501], [2.469, 0.688, -1.339], [3.573, -0.089, -1.770], [1.173, 0.461, -2.070], [2.028, 0.474, 0.090], [2.895, 2.616, -2.565], [3.828, 2.549, -1.045], [2.089, 2.983, -1.005], [-2.902, 6.207, -1.126], [-3.389, 5.144, -1.773], [-4.658, 4.976, -1.390], [-3.375, 5.405, -3.078], [-2.579, 3.909, -1.440], [-2.090, 3.081, -2.433], [-1.369, 1.962, -2.062], [-1.135, 1.656, -0.777], [-1.629, 2.458, 0.180], [-2.349, 3.595, -0.109], [-2.258, 3.298, -3.477], [-0.961, 1.293, -2.805], [-1.447, 2.160, 1.204], [-2.727, 4.219, 0.689]]}


4.
{"formula": "C5H7N4", "method": "ωB97M-V/def2-TZVPD", "de_lowest_kj_mol": 294.06, "homo_lumo_gap_ev": 8.869, "lumo_energy_ev": -3.8, "fmax_ev_per_a": 4.63, "charge": 1, "species": ["C", "C", "C", "C", "C", "N", "N", "N", "N", "H", "H", "H", "H", "H", "H", "H"], "positions_angstrom": [[-2.565, 1.688, 0.136], [-2.121, 0.571, -0.104], [2.599, 0.762, 0.069], [0.660, -0.158, 0.004], [-1.577, -0.653, -0.477], [1.279, 1.061, 0.060], [1.500, -1.133, -0.106], [2.737, -0.558, -0.099], [-1.856, -1.648, 0.342], [-2.850, 2.702, 0.211], [3.289, 1.580, 0.105], [-1.256, -0.913, -1.402], [3.562, -1.113, -0.223], [-2.481, -1.482, 1.144], [0.732, 1.861, 0.220], [-1.651, -2.567, 0.120]]}


5.
{"formula": "C19H42NO8S", "method": "ωB97M-V/def2-TZVPD", "de_lowest_kj_mol": 366.90, "homo_lumo_gap_ev": 6.858, "lumo_energy_ev": -4.2, "fmax_ev_per_a": 10.96, "charge": 1, "species": ["C", "S", "O", "O", "N", "C", "C", "C", "O", "H", "H", "H", "H", "H", "H", "H", "H", "H", "H", "H", "H", "C", "C", "O", "C", "H", "H", "H", "H", "H", "H", "C", "C", "O", "C", "H", "H", "H", "H", "H", "H", "C", "C", "O", "C", "H", "H", "H", "H", "H", "H", "C", "C", "O", "C", "H", "H", "H", "H", "H", "H", "C", "C", "O", "C", "H", "H", "H", "H", "H", "H"], "positions_angstrom": [[-1.058, 3.169, 2.141], [-1.618, 1.647, 3.147], [-3.122, 1.814, 3.597], [-1.557, 0.417, 2.211], [-0.673, 1.524, 4.608], [0.152, 0.264, 4.742], [1.731, 0.499, 4.323], [1.977, 0.798, 2.730], [2.755, 2.078, 2.649], [-1.139, 4.174, 2.767], [-1.749, 3.199, 1.189], [0.062, 3.032, 1.831], [0.017, 2.333, 4.633], [-1.290, 1.574, 5.466], [0.169, 0.005, 5.907], [-0.335, -0.692, 4.231], [2.098, 1.433, 4.950], [2.318, -0.491, 4.592], [2.700, -0.037, 2.281], [1.007, 0.958, 2.095], [2.294, 2.785, 3.220], [-3.193, -2.308, 1.752], [-2.136, -3.350, 2.007], [-1.557, -3.420, 3.090], [-1.816, -4.302, 0.886], [-3.319, -1.692, 2.648], [-2.887, -1.664, 0.924], [-4.145, -2.793, 1.525], [-1.448, -3.746, 0.020], [-2.707, -4.876, 0.620], [-1.036, -4.998, 1.213], [-4.543, 4.490, -2.354], [-4.335, 4.331, -0.872], [-3.692, 5.156, -0.225], [-4.945, 3.124, -0.211], [-4.047, 5.405, -2.694], [-4.107, 3.639, -2.883], [-5.610, 4.569, -2.573], [-4.527, 2.212, -0.645], [-6.031, 3.142, -0.334], [-4.714, 3.141, 0.860], [0.272, -6.487, -2.359], [0.523, -5.036, -2.671], [-0.371, -4.198, -2.573], [1.911, -4.650, -3.107], [-0.772, -6.618, -2.058], [0.459, -7.096, -3.248], [0.917, -6.807, -1.536], [2.171, -5.177, -4.029], [2.629, -4.888, -2.318], [1.945, -3.572, -3.298], [-0.521, -1.161, -4.081], [0.759, -0.612, -4.651], [1.665, -1.358, -5.021], [0.888, 0.884, -4.752], [-0.473, -2.255, -4.068], [-0.653, -0.806, -3.056], [-1.366, -0.855, -4.702], [0.819, 1.331, -3.757], [0.106, 1.281, -5.404], [1.864, 1.136, -5.182], [6.474, 1.843, -0.997], [5.103, 1.476, -0.494], [4.651, 0.342, -0.643], [4.308, 2.550, 0.199], [6.931, 0.970, -1.475], [6.396, 2.645, -1.735], [7.105, 2.155, -0.161], [4.133, 3.383, -0.486], [4.843, 2.893, 1.088], [3.340, 2.142, 0.508]]}


6.
{"formula": "C4H7NO", "method": "ωB97M-V/def2-TZVPD", "de_lowest_kj_mol": 530.27, "smiles": "C=C(C)/C=N\\O", "homo_lumo_gap_ev": 9.889, "lumo_energy_ev": 0.4, "fmax_ev_per_a": 4.31, "species": ["C", "C", "C", "C", "H", "H", "H", "H", "H", "H", "H", "N", "O"], "positions_angstrom": [[1.492, -0.528, 0.404], [0.144, 0.099, 0.024], [0.070, 1.351, -0.495], [-0.866, -0.793, -0.561], [1.544, -1.252, -0.343], [1.582, -1.174, 1.460], [2.542, 0.114, 0.274], [-0.923, 1.731, -0.608], [1.011, 1.721, -0.094], [-0.430, -1.641, -1.266], [-1.624, 0.804, 0.845], [-2.073, -0.702, -0.220], [-2.469, 0.271, 0.579]]}